No. 1
Formula: C3H9N3O2
Source: OMol25
Level of theory: ωB97M-V/def2-TZVPD

XYZ file:
```
17
Properties=species:S:1:pos:R:3:mulliken_charge:R:1
C 0.9615 1.6842 -0.5342 -0.71
N 0.7536 1.3446 0.8727 -0.42
C -0.5847 0.9968 1.2681 0.54
O -0.6302 1.3581 2.5454 -0.53
O -1.4837 0.6216 0.5699 -0.51
H 0.3900 1.7341 2.5092 0.50
H 1.4765 0.7224 1.2174 0.30
H 1.9962 1.9782 -0.6951 0.28
H 0.7394 0.8486 -1.2040 0.28
H 0.3043 2.5109 -0.7971 0.28
C -1.0368 -2.0057 -1.3233 -0.72
N 0.2436 -1.4449 -0.9775 0.05
N 0.7590 -1.6688 0.1046 -0.41
H 0.2167 -2.3320 0.7080 0.22
H -1.3614 -2.7966 -0.6321 0.34
H -0.9954 -2.3742 -2.3479 0.25
H -1.7486 -1.1771 -1.2840 0.25
```

The total charge is 0. As for the HOMO energy: -9.20 eV. As for the energy above the lowest of the compared OMol25 structures with the same formula, charge and spin: 3.7179 eV. The SMILES is [H]/N=N\C.CNC(=O)O. The gap between HOMO and LUMO is 10.0027 eV.


No. 2
Formula: CHNO2PS
Source: OMol25
Level of theory: ωB97M-V/def2-TZVPD

XYZ file:
```
7
Properties=species:S:1:pos:R:3:mulliken_charge:R:1
C 0.7815 -1.2459 -0.1383 0.26
N 0.9444 -2.3415 -0.4331 -0.37
O 0.3923 0.6563 1.7578 -0.55
O -1.9000 0.0639 -0.6360 -0.84
P 0.5330 0.4712 0.3120 0.69
S 1.5812 1.6865 -0.7883 -0.42
H -2.3323 0.7095 -0.0741 0.23
```

The total charge is -1. As for the HOMO energy (spin up / spin down): -5.12 / -5.12 eV. As for the energy above the lowest of the compared OMol25 structures with the same formula, charge and spin: 2.8119 eV. The gap between HOMO and LUMO (spin up / spin down) is 8.2099 / 8.2085 eV.


No. 3
Formula: C29H81NO12
Source: OMol25
Level of theory: ωB97M-V/def2-TZVPD

XYZ file:
```
123
Properties=species:S:1:pos:R:3:mulliken_charge:R:1
C -3.4338 -2.5943 1.3876 -0.61
O -2.5973 -2.2983 0.2791 -0.04
H -2.9505 -2.2982 2.3187 -0.05
H -4.4027 -2.0952 1.3998 0.31
H -3.5708 -3.6639 1.5466 0.37
H -1.6885 -2.5108 0.5035 0.22
C -4.9749 -2.3297 -1.9235 -0.69
O -3.7647 -1.6764 -2.2226 -0.36
H -4.7845 -3.2457 -1.3643 0.20
H -5.6616 -1.6855 -1.3743 0.20
H -5.5553 -2.6793 -2.7773 0.29
H -3.2519 -1.6509 -1.4114 0.32
C 2.1183 -1.2158 -1.5027 -1.69
C 2.9463 -0.1622 -2.3231 1.69
C 4.1527 0.3047 -1.3896 -1.09
C 5.2854 1.0155 -2.0353 -0.85
C 5.9468 0.0218 -3.0265 -1.37
C 4.8977 -0.4353 -4.1351 1.66
N 3.6229 -0.9213 -3.4606 0.38
O 2.7312 -1.4199 -4.3427 -0.48
C 4.7347 0.7470 -5.1080 -1.85
C 5.6145 -1.6056 -4.8331 -2.00
C 2.1157 1.0988 -2.7780 -1.30
H 1.3190 -1.6486 -2.1044 0.49
H 1.6532 -0.7239 -0.6485 0.02
H 2.8227 -1.9711 -1.1543 0.52
H 3.7295 0.8417 -0.5407 0.18
H 4.6556 -0.5891 -1.0204 0.41
H 6.0771 1.2993 -1.3419 0.41
H 5.0679 1.9881 -2.4768 0.33
H 6.3430 -0.8135 -2.4491 0.42
H 6.8195 0.5140 -3.4558 0.45
H 4.8032 1.7451 -4.6754 0.31
H 5.4348 0.6972 -5.9419 0.44
H 3.7839 0.7155 -5.6400 0.38
H 5.1251 -1.9527 -5.7431 0.40
H 6.5789 -1.2083 -5.1497 0.46
H 5.7695 -2.4393 -4.1482 0.44
H 1.8923 1.7230 -1.9128 0.21
H 1.1800 0.8310 -3.2689 0.07
H 2.7855 1.6284 -3.4555 0.50
H 2.8424 -2.3731 -4.3678 0.34
C -1.3678 0.8740 -0.3510 -1.26
C -1.3081 0.4097 1.0739 2.56
O -0.8634 1.4742 1.8595 -0.57
H -2.2604 1.4897 -0.4618 -0.09
H -1.3988 0.0700 -1.0864 0.23
H -0.5019 1.4773 -0.6235 0.36
H -0.5844 -0.3968 1.1919 -0.50
H -2.2928 0.1009 1.4248 -0.86
H -0.8189 1.1232 2.7519 -0.15
C -5.2239 0.6491 1.6011 -0.72
C -4.9103 0.2588 3.0593 -0.10
O -6.0394 0.6802 3.8426 -0.56
H -4.3328 0.4076 1.0217 -0.05
H -5.3923 1.7216 1.5035 0.44
H -5.9769 -0.0402 1.2193 0.39
H -3.9921 0.7389 3.3976 0.08
H -4.8573 -0.8197 3.2087 0.22
H -5.9038 0.4352 4.7608 0.33
C -5.2485 1.7108 -2.3400 -0.30
C -5.3157 2.8198 -1.3185 -0.13
O -5.2496 4.0196 -1.9551 -0.56
H -5.4708 0.7725 -1.8316 0.01
H -4.2422 1.7129 -2.7589 -0.16
H -6.0358 1.8478 -3.0812 0.47
H -4.5438 2.7257 -0.5546 0.09
H -6.2947 2.7731 -0.8416 0.35
H -5.3496 4.6817 -1.2672 0.32
C -1.3202 5.1490 2.9276 -0.70
C 0.1392 5.4828 2.4189 0.05
O 0.7478 6.5989 3.0092 -0.56
H -1.5885 4.1514 2.5797 0.02
H -1.9876 5.8664 2.4503 0.31
H -1.4824 5.2852 3.9968 0.29
H 0.0895 5.6021 1.3366 0.30
H 0.8420 4.6619 2.5611 -0.01
H 0.7455 7.3624 2.4272 0.32
C 2.8381 -3.4548 3.5492 -1.48
C 3.0409 -2.0441 3.0054 -0.10
O 1.9012 -1.6726 2.2432 -0.12
H 1.8262 -3.6810 3.8853 0.27
H 3.3382 -3.7637 4.4671 0.42
H 3.0735 -4.2114 2.8007 0.36
H 4.0033 -1.9194 2.5090 0.24
H 3.0752 -1.3775 3.8671 0.32
H 1.9610 -0.7596 1.9527 -0.22
C -0.8924 -0.9873 4.4500 -0.05
C -0.6144 0.1421 5.3940 -0.64
O -0.7607 1.4153 4.7456 -0.40
H -1.8552 -0.9157 3.9439 -0.28
H -0.9210 -2.0053 4.8384 0.51
H -0.1664 -1.0446 3.6390 -0.03
H 0.3322 0.0082 5.9175 0.36
H -1.3585 0.0958 6.1891 0.45
H -0.5060 2.1571 5.2992 0.22
C 0.3388 -5.4913 1.1298 -1.31
C 0.2394 -4.2465 0.3506 0.19
O -0.1806 -3.1584 1.1884 -0.11
H -0.6261 -5.7739 1.5508 0.28
H 1.0670 -5.4125 1.9370 0.18
H 0.7237 -6.3017 0.5107 0.44
H -0.5821 -4.3871 -0.3518 0.34
H 1.1374 -3.9792 -0.2063 0.12
H 0.6301 -2.7805 1.5372 -0.05
C -1.5864 1.1086 -4.4452 -0.24
C -2.0274 -0.0989 -5.3312 -0.24
O -0.9462 -0.9313 -5.5788 -0.50
H -0.9770 0.8567 -3.5773 -0.34
H -2.4721 1.6599 -4.1295 0.21
H -0.9712 1.7779 -5.0465 0.34
H -2.3665 0.1814 -6.3284 0.33
H -2.7949 -0.7295 -4.8823 0.14
H -0.7582 -1.3633 -4.7423 0.28
C 3.9971 1.4046 2.8374 -1.50
C 2.5300 1.3975 2.9975 0.44
O 2.0029 1.0658 1.7501 0.05
H 4.4215 2.2278 2.2627 0.38
H 4.3908 0.4919 2.3900 0.17
H 4.5860 1.3079 3.7494 0.42
H 2.1510 2.3967 3.2124 0.15
H 2.0788 0.7379 3.7388 -0.03
H 1.0563 1.2163 1.6961 0.08
```

The total charge is 0. As for the HOMO energy: -7.95 eV. As for the energy above the lowest of the compared OMol25 structures with the same formula, charge and spin: 0.1730 eV. The SMILES is CC1(C)CCCC(C)(C)N1O.CCO.CCO.CCO.CCO.CCO.CCO.CCO.CCO.CCO.CO.CO. The gap between HOMO and LUMO is 8.2381 eV.


No. 4
Formula: C14H44N4O8
Source: OMol25
Level of theory: ωB97M-V/def2-TZVPD

XYZ file:
```
70
Properties=species:S:1:pos:R:3:mulliken_charge:R:1
C -1.2750 -5.5390 -24.9370 -0.76
C 0.2420 -5.3610 -24.7200 -0.18
O 0.4840 -5.1270 -23.3920 -0.49
H -1.6030 -5.6670 -25.9430 0.52
H -1.7460 -4.5760 -24.5720 0.26
H -1.7200 -6.3290 -24.3180 -0.18
H 0.5120 -4.4280 -25.2070 0.44
H 0.5220 -6.3580 -25.1090 0.04
H 1.0050 -4.3450 -23.2720 0.26
C 0.1750 -10.8520 -23.4590 -0.53
C -0.3210 -9.4550 -23.1640 0.55
O 0.2320 -8.9810 -21.9580 -0.59
H 0.2470 -11.1630 -24.4950 0.38
H -0.4480 -11.5420 -22.8430 -0.01
H 1.1560 -10.8740 -23.1030 -0.28
H -1.4040 -9.3390 -22.9480 -0.20
H -0.0610 -8.8000 -23.9700 0.38
H -0.0580 -8.0770 -21.8700 0.21
C -2.1790 -14.8250 -21.3110 -1.17
C -0.8680 -14.1250 -21.3800 0.35
O -0.3280 -14.3760 -20.0540 -0.57
H -3.0510 -14.3520 -20.9250 0.27
H -2.0040 -15.8530 -20.8610 0.29
H -2.5430 -15.0250 -22.3110 0.36
H -1.0390 -13.0690 -21.5470 -0.42
H -0.2720 -14.5140 -22.0830 0.56
H 0.5390 -14.7840 -20.1860 0.30
C -3.9070 -8.8350 -24.2230 -0.54
C -4.7680 -7.5810 -24.2060 -0.46
O -5.7390 -7.6010 -23.1650 -0.52
H -3.0470 -8.7040 -24.7440 0.33
H -4.6850 -9.5320 -24.5440 0.38
H -3.6220 -9.0630 -23.1220 -0.21
H -5.1110 -7.4040 -25.1830 0.51
H -4.2010 -6.6200 -23.9980 0.20
H -6.3190 -6.9010 -23.4430 0.31
C 3.0180 -8.6200 -23.7290 -0.09
C 4.2930 -8.4930 -22.9290 -0.35
O 3.9020 -8.2090 -21.6090 -0.63
H 2.5450 -7.6040 -23.8240 0.04
H 2.3380 -9.2770 -23.1750 -0.41
H 3.2540 -8.9170 -24.7380 0.40
H 4.9500 -7.8350 -23.3950 0.47
H 4.6620 -9.5350 -22.9020 0.11
H 3.1580 -8.7640 -21.3950 0.25
C 2.1470 -11.3650 -20.6050 -0.04
C 3.5040 -11.5620 -21.3010 -0.62
O 4.5580 -10.9360 -20.6010 -0.47
H 1.2490 -11.8980 -20.8870 -0.10
H 1.9570 -10.2110 -20.6220 -0.17
H 2.2390 -11.6400 -19.5880 0.60
H 3.5830 -11.3890 -22.3780 0.19
H 3.8180 -12.6190 -21.2470 0.48
H 4.5410 -11.5310 -19.8610 0.33
C -1.9570 -6.6010 -21.5020 0.33
O -2.6440 -5.6380 -22.2390 -0.65
N -0.6800 -6.4980 -21.3880 -0.34
N -2.5480 -7.5880 -20.7730 -0.21
H -0.2460 -6.0450 -22.2200 0.33
H -0.2530 -6.5820 -20.4530 0.25
H -3.4860 -7.8420 -20.8450 0.24
H -2.0000 -8.3360 -20.2840 0.25
C -2.3410 -10.5070 -19.9640 0.48
O -2.6260 -11.0160 -21.2280 -0.68
N -1.2790 -9.7620 -19.7760 -0.41
N -3.1860 -10.5830 -18.9490 -0.40
H -0.5740 -9.6740 -20.5430 0.22
H -1.2060 -9.4140 -18.8000 0.28
H -3.9250 -11.1960 -19.1250 0.30
H -2.8630 -10.2870 -17.9640 0.21
```

The total charge is 0. As for the HOMO energy: -8.79 eV. As for the energy above the lowest of the compared OMol25 structures with the same formula, charge and spin: 5.5112 eV. The SMILES is NC(N)=O.NC(N)=O.CCO.CCO.CCO.CCO.CCO.CCO. The gap between HOMO and LUMO is 9.0219 eV.


No. 5
Formula: C12H10ClMnN3
Source: OMol25
Level of theory: ωB97M-V/def2-TZVPD

XYZ file:
```
27
Properties=species:S:1:pos:R:3:lowdin_spin:R:1
C 0.9250 -1.4514 -0.1905 0.11
C 0.9721 -1.4182 -1.6254 -0.05
C -0.3939 -1.7340 -2.0784 -0.07
H 1.8996 -1.3510 -2.2005 0.00
C -1.2354 -1.8322 -0.9198 0.13
C -0.3962 -1.7447 0.2166 0.02
H -0.7012 -2.0263 1.2234 0.00
H 1.7741 -1.2903 0.4737 0.01
H -0.7044 -2.1296 -3.0472 0.00
H -2.2999 -2.0566 -0.8646 0.01
Mn -0.1025 0.3985 -1.7332 3.69
Cl 1.6975 1.4727 -0.6590 0.09
C -0.0279 2.2896 -2.7683 -0.05
C -1.2533 1.6008 -2.9820 0.05
C -0.9362 0.3487 -3.6302 -0.04
H -2.2554 1.9358 -2.7168 0.01
C 0.4828 0.2408 -3.7504 -0.03
C 1.0527 1.4322 -3.2306 0.07
H 2.1205 1.6255 -3.1924 0.00
H 0.0803 3.2787 -2.3289 0.00
H -1.6748 -0.3195 -4.0576 0.00
H 1.0349 -0.6050 -4.1566 0.00
N -1.0562 1.0812 0.2204 0.04
C -1.2217 1.0468 1.4026 0.01
N -1.4490 1.1735 2.6518 0.00
C -1.4295 0.4296 3.7240 0.00
N -1.4622 -0.1391 4.7615 0.00
```

Its spin multiplicity is 5. The total charge is -1. As for the HOMO energy (spin up / spin down): -4.12 / -4.73 eV. The gap between HOMO and LUMO (spin up / spin down) is 6.3674 / 7.3905 eV.


No. 6
Formula: C3H6O
Source: OMol25
Level of theory: ωB97M-V/def2-TZVPD

XYZ file:
```
10
Properties=species:S:1:pos:R:3:mulliken_charge:R:1
C -1.5704 -0.0819 -0.0427 -0.84
C -0.1830 -0.0477 0.3541 0.23
C 1.0627 -0.5976 -0.1038 -0.32
H -1.3585 -0.3380 -1.1443 0.21
H -2.0341 1.1031 -0.0981 0.20
H -2.3636 -0.8594 0.1818 0.30
H 0.2357 -0.2076 1.4625 0.16
H 1.1187 -1.2604 -1.1792 0.19
H 1.8053 -0.8249 0.7201 0.25
O 0.8426 0.8437 -0.1486 -0.39
```

The total charge is 0. As for the HOMO energy: -9.82 eV. As for the energy above the lowest of the compared OMol25 structures with the same formula, charge and spin: 3.7979 eV. The SMILES is C[C@H]1CO1. The gap between HOMO and LUMO is 10.8872 eV.


No. 7
Formula: C3H8N3
Source: OMol25
Level of theory: ωB97M-V/def2-TZVPD

XYZ file:
```
14
Properties=species:S:1:pos:R:3:mulliken_charge:R:1
C -1.7840 -0.3255 0.3613 0.17
C -1.6590 1.0829 0.3028 -0.58
C 0.1591 -0.7141 -0.9133 -0.41
N -1.0764 -1.1561 -0.3020 -0.37
N 0.7754 0.3403 -0.2771 -0.40
N 2.0191 0.0915 0.3714 -0.16
H -2.6578 -0.6730 0.9363 0.38
H -1.0246 1.5972 -0.4940 0.32
H -2.0104 1.7092 1.2417 0.29
H 0.7596 -1.7037 -1.0156 0.37
H -0.3229 -0.4097 -1.8901 0.33
H 2.0299 -0.8103 0.7345 0.35
H 2.0023 0.7611 1.1835 0.36
H 2.7898 0.2101 -0.2392 0.34
```

The total charge is +1. As for the HOMO energy (spin up / spin down): -13.00 / -13.92 eV. As for the energy above the lowest of the compared OMol25 structures with the same formula, charge and spin: 7.0863 eV. The gap between HOMO and LUMO (spin up / spin down) is 6.4259 / 8.6072 eV.


No. 8
Formula: C3H11N4O
Source: OMol25
Level of theory: ωB97M-V/def2-TZVPD

XYZ file:
```
19
Properties=species:S:1:pos:R:3:mulliken_charge:R:1
C 1.2472 -0.1659 1.0253 -0.81
C 1.2034 1.2508 -0.9191 -1.10
C -0.2292 -0.5899 -0.8826 -0.04
N -2.9900 1.6937 0.0442 -0.05
N -0.9940 -2.1304 0.7151 -0.68
N -1.0251 -1.5683 -0.5766 0.02
N 0.6779 0.0547 -0.2883 0.06
O -1.8707 1.7181 -0.4300 -0.19
H 1.3935 0.8213 1.4996 0.27
H 0.6885 -0.8371 1.6856 0.37
H 2.2836 -0.4908 0.8740 0.37
H 2.1368 0.9470 -1.4859 0.33
H 0.4124 1.6359 -1.4406 0.45
H 1.3486 1.9832 -0.1665 0.39
H -0.4789 -0.3116 -1.8518 0.47
H -0.1620 -2.7634 0.7426 0.28
H -3.6442 1.6010 -0.7269 0.24
H -1.2999 -2.2133 -1.3954 0.32
H -1.7300 -2.7829 0.8051 0.28
```

The total charge is +1. As for the HOMO energy: -13.19 eV. As for the energy above the lowest of the compared OMol25 structures with the same formula, charge and spin: 6.5473 eV. The gap between HOMO and LUMO is 9.2966 eV.